1.
ORCA calculation (ωB97M-V/def2-TZVPD) on 3 unconnected molecules or ions with the total composition C4H16NO3 at a distorted geometry.

```
24
Properties=species:S:1:pos:R:3
O 1.28 1.59 -0.12
C 1.71 0.39 0.45
C 0.52 -0.64 0.64
N -0.08 -0.59 -0.79
C -1.45 -1.21 -0.89
C 0.83 -1.94 1.17
H 0.62 1.92 0.47
H 2.02 0.64 1.46
H 2.55 0.04 -0.30
H -0.38 -0.10 1.23
H -0.13 0.31 -1.01
H 0.40 -1.10 -1.37
H -2.22 -0.60 -0.60
H -1.44 -2.12 -0.28
H -1.58 -1.44 -2.04
H 0.74 -2.78 0.52
H 1.83 -1.97 1.39
H 0.18 -2.27 2.08
H 0.84 2.02 -2.71
H -0.62 2.43 -2.60
O -0.06 1.60 -2.47
H -1.89 1.83 2.67
H -1.96 2.38 1.30
O -1.70 1.64 1.81
```

Gap between HOMO and LUMO, eV: 11.49
Spin multiplicity: 1
Energy, Ha: -442.1670
Total charge: +1
LUMO level, hartree: -0.102
HOMO energy, Eh: -0.5242

Atom charges from the natural (NBO) analysis, given in e for atoms 1 to 2: -0.708 -0.086

2.
ORCA calculation (ωB97M-V/def2-TZVPD) on a molecular structure, C28H45Cl2N2PTi at a distorted geometry.

```
79
Properties=species:S:1:pos:R:3
P -0.64 -0.91 0.05
C 0.44 -2.05 1.04
C -0.16 -3.44 1.25
C 0.70 -4.22 2.24
C 2.18 -4.26 1.83
C 2.75 -2.88 1.51
C 1.87 -2.12 0.51
C -0.51 -1.24 -1.76
C -0.79 -2.70 -2.09
C -0.90 -2.86 -3.61
C 0.34 -2.33 -4.33
C 0.72 -0.90 -3.91
C 0.81 -0.77 -2.38
C -2.40 -1.23 0.54
C -2.62 -0.97 2.03
C -4.06 -1.31 2.44
C -5.09 -0.57 1.58
C -4.84 -0.76 0.08
C -3.39 -0.44 -0.32
H 0.47 -1.52 2.01
H -0.21 -3.96 0.28
H -1.20 -3.38 1.62
H 0.30 -5.24 2.33
H 0.61 -3.74 3.22
H 2.76 -4.72 2.64
H 2.29 -4.91 0.95
H 2.82 -2.28 2.43
H 3.76 -2.97 1.10
H 2.27 -1.10 0.33
H 1.88 -2.64 -0.46
H -1.31 -0.60 -2.18
H -1.78 -2.31 -3.96
H -1.72 -3.05 -1.61
H 0.02 -3.33 -1.70
H -1.05 -3.92 -3.84
H 0.17 -2.35 -5.42
H 1.19 -3.00 -4.13
H 1.68 -0.61 -4.35
H -0.03 -0.20 -4.28
H 1.03 0.27 -2.10
H 1.64 -1.37 -2.00
H -2.52 -2.31 0.32
H -1.92 -1.55 2.65
H -2.41 0.08 2.25
H -4.21 -2.39 2.33
H -4.20 -1.06 3.50
H -5.06 0.50 1.82
H -6.10 -0.92 1.83
H -5.52 -0.13 -0.50
H -5.05 -1.81 -0.18
H -3.26 -0.66 -1.39
H -3.20 0.63 -0.21
Ti 0.09 1.91 0.74
Cl -1.29 2.20 -1.03
Cl 0.02 1.01 2.80
C 1.92 1.45 0.26
H 2.44 0.95 1.09
C 2.78 1.92 -0.77
C 2.29 2.49 -1.99
C 3.16 2.90 -2.99
C 4.54 2.80 -2.81
C 5.05 2.27 -1.62
C 4.20 1.83 -0.62
H 1.20 2.59 -2.11
H 2.75 3.31 -3.92
H 6.14 2.19 -1.47
H 4.59 1.41 0.31
H 5.22 3.14 -3.60
C 0.09 7.08 1.54
N -0.14 5.91 2.41
C -0.46 6.11 3.85
C -0.06 4.73 1.93
N 0.08 3.72 1.33
H 0.01 7.96 2.18
H -0.65 7.12 0.74
H 1.10 7.03 1.10
H -1.45 5.69 4.08
H 0.29 5.60 4.47
H -0.44 7.18 4.03
```

Gap between HOMO and LUMO (alpha / beta), eV: 4.54 / 4.66
Spin multiplicity: 2
Energy, Ha: -3314.7474
Total charge: -1
LUMO level (alpha / beta), hartree: 0.088 / 0.087
HOMO energy (alpha / beta), Eh: -0.0788 / -0.0842

Atom charges from the Löwdin analysis, given in e for atoms 1 to 2: 1.027 -0.446

3.
ORCA calculation (ωB97M-V/def2-TZVPD) on a molecular structure, C13H14BeCl3NO6S at a distorted geometry.

```
39
Properties=species:S:1:pos:R:3
Be 0.00 0.66 1.28
O -0.73 -4.16 4.13
C -0.57 -3.14 3.53
C 0.45 -2.90 2.41
O 1.16 -3.73 1.89
C 0.31 -1.49 2.10
C -0.72 -0.89 2.80
O -0.99 0.35 2.50
C -1.37 -1.84 3.71
O -2.33 -1.69 4.43
O 0.89 -0.73 1.19
C -2.13 1.76 -3.36
C -2.29 0.25 -3.20
C -2.46 -0.18 -1.75
S -1.01 -0.48 -0.68
O -0.64 0.93 -0.19
C 0.28 -1.04 -1.84
C 1.08 0.00 -2.61
C 2.08 0.79 -1.76
H -1.97 2.01 -4.41
H -1.28 2.13 -2.79
H -3.02 2.28 -3.01
H -1.44 -0.27 -3.66
H -3.18 -0.08 -3.74
H -3.00 -1.13 -1.68
H -3.02 0.56 -1.18
H -0.25 -1.73 -2.50
H 0.94 -1.62 -1.19
H 0.42 0.69 -3.14
H 1.63 -0.56 -3.37
H 1.59 1.58 -1.20
H 2.85 1.24 -2.38
H 2.57 0.13 -1.03
Cl 2.11 2.20 5.27
C 2.97 2.10 3.73
Cl 3.95 3.55 3.47
Cl 3.97 0.64 3.66
C 1.97 1.99 2.68
N 1.18 1.83 1.87
```

Gap between HOMO and LUMO, eV: 7.26
Spin multiplicity: 1
Energy, Ha: -2803.5446
LUMO level, hartree: -0.020
HOMO energy, Eh: -0.2871

Atom charges from the natural (NBO) analysis, given in e for atoms 1 to 2: 1.666 -0.467

4.
ORCA calculation (ωB97M-V/def2-TZVPD) on a single C3H2O2 molecule at a distorted geometry.

```
7
Properties=species:S:1:pos:R:3
O 3.84 -0.50 -0.01
C 2.82 0.02 0.09
C 1.63 0.48 -0.24
C 0.15 0.23 -0.03
O 0.71 1.50 0.07
H -0.59 -0.04 -0.85
H -0.42 -0.22 0.88
```

SMILES: O=C=C1CO1
Gap between HOMO and LUMO, eV: 8.99
Spin multiplicity: 1
Energy, Ha: -265.8519
LUMO level, hartree: 0.003
HOMO energy, Eh: -0.3276

Atom charges from the natural (NBO) analysis, given in e for atoms 1 to 2: -0.420 0.628

5.
ORCA calculation (ωB97M-V/def2-TZVPD) on a molecular structure, C34H35CaClN5O4S2 at a distorted geometry.

```
82
Properties=species:S:1:pos:R:3
Ca -1.24 -0.30 0.28
S -4.89 2.48 -0.06
C -3.56 3.56 0.27
C -3.53 4.95 0.29
C -2.33 5.58 0.57
C -1.19 4.84 0.86
C -1.21 3.45 0.84
C -2.41 2.81 0.53
N -2.59 1.45 0.46
C -3.82 1.10 0.16
C -4.25 -0.28 0.02
C -5.62 -0.57 -0.01
C -6.05 -1.88 -0.12
C -5.10 -2.89 -0.20
C -3.75 -2.59 -0.17
C -3.26 -1.29 -0.06
H -4.42 5.53 0.08
H -2.28 6.66 0.58
H -0.27 5.35 1.11
H -0.32 2.87 1.08
H -6.35 0.23 0.06
H -7.10 -2.11 -0.15
H -5.43 -3.93 -0.28
H -3.04 -3.42 -0.24
O 0.46 -0.85 1.21
N 1.43 -0.62 0.31
C 3.65 4.63 -4.36
C 4.18 3.27 -3.98
C 5.32 2.75 -4.56
C 5.79 1.49 -4.21
Cl 7.23 0.88 -4.95
C 5.12 0.73 -3.27
C 3.98 1.25 -2.68
C 3.50 2.50 -3.03
O 2.39 3.09 -2.47
C 1.32 2.29 -2.04
C 1.57 1.55 -0.73
O 2.17 1.97 0.21
O 0.91 0.34 -0.74
H 4.34 5.13 -5.03
H 3.51 5.24 -3.47
H 2.68 4.54 -4.85
H 5.84 3.32 -5.31
H 5.49 -0.24 -2.98
H 3.48 0.64 -1.93
H 1.02 1.57 -2.81
H 0.50 2.99 -1.86
C 0.29 -4.08 1.50
N 1.50 -3.92 2.36
C 2.20 -5.22 2.49
C 2.43 -2.79 1.92
C 2.63 -2.73 0.43
C 3.46 -3.66 -0.20
C 3.59 -3.70 -1.58
C 2.87 -2.81 -2.35
C 2.09 -1.84 -1.75
C 1.99 -1.75 -0.36
H -0.31 -4.90 1.89
H 0.61 -4.31 0.49
H -0.29 -3.17 1.52
H 1.16 -3.65 3.28
H 2.41 -5.61 1.50
H 1.57 -5.92 3.02
H 3.13 -5.09 3.04
H 3.37 -2.94 2.44
H 1.97 -1.86 2.25
H 4.01 -4.36 0.41
H 4.24 -4.43 -2.04
H 2.94 -2.84 -3.43
H 1.56 -1.14 -2.37
S -2.12 -2.42 3.26
C -2.86 -0.95 3.41
N -2.26 0.26 3.31
C -3.14 1.33 3.77
C -4.52 0.67 3.64
N -4.16 -0.75 3.67
H -1.26 0.32 3.41
H -3.05 2.22 3.14
H -2.92 1.61 4.80
H -5.01 0.93 2.71
H -5.18 0.92 4.47
H -4.84 -1.49 3.60
```

Gap between HOMO and LUMO, eV: 8.05
Spin multiplicity: 1
Energy, Ha: -3825.3033
Total charge: +1
LUMO level, hartree: -0.084
HOMO energy, Eh: -0.3803

Atom charges from the natural (NBO) analysis, given in e for atoms 1 to 2: 1.754 0.418

6.
ORCA calculation (ωB97M-V/def2-TZVPD) on a single C9H8N2S molecule at a distorted geometry.

```
20
Properties=species:S:1:pos:R:3
C 1.82 -0.27 -1.34
C -1.21 2.36 -1.28
C -0.38 2.52 -0.21
C -1.74 1.11 -1.64
C 0.05 1.44 0.52
C -1.25 -0.03 -0.95
C -0.39 0.13 0.15
C 0.21 -1.01 0.67
C 0.76 -2.78 2.22
N 2.02 0.69 -1.94
N 0.12 -1.60 1.72
S 1.62 -1.76 -0.63
H -1.44 3.22 -1.89
H 0.00 3.50 0.01
H -2.26 0.94 -2.52
H 0.59 1.67 1.40
H -1.51 -1.13 -1.09
H 0.31 -3.51 1.66
H 0.75 -2.78 3.27
H 1.93 -2.71 1.90
```

Gap between HOMO and LUMO (alpha / beta), eV: 5.75 / 5.33
Spin multiplicity: 3
Energy, Ha: -855.2122
LUMO level (alpha / beta), hartree: 0.019 / -0.141
HOMO energy (alpha / beta), Eh: -0.1926 / -0.3366

Atom charges from the natural (NBO) analysis, given in e for atoms 1 to 2: -0.064 -0.214